Here is 16 unconnected molecules or ions with the total composition C4H38O17 from the Open Molecules 2025 dataset. Energies are from ωB97M-V with the def2-TZVPD basis set.

The energy comes out at -1454.2265 Ha. Its HOMO energy is -0.3788 Ha. As for the HOMO-LUMO gap: 10.123 eV. Its spin multiplicity is 1.

CARTESIAN COORDINATES (ANGSTROEM)
O1 3.76964 0.61829 0.21419
O2 0.61569 1.75395 -3.87120
O3 -3.42820 2.21922 2.79909
O4 -3.52669 1.30686 -1.58514
O5 2.65054 1.51364 -2.01785
O6 0.40728 2.48539 -0.58002
O7 -2.30640 -3.62381 1.09208
O8 0.20955 -1.04108 3.21899
O9 2.64455 2.83321 2.16810
O10 -1.47392 3.32219 -2.24126
O11 3.18344 0.11839 2.72633
O12 0.00936 2.00442 2.06440
O13 -1.23361 -1.54917 -3.51267
O14 1.83852 -1.82495 -1.87353
O15 -3.38796 -2.48949 -1.69083
O16 -1.65206 0.00577 1.46698
O17 2.16277 -3.11075 2.20450
C1 -0.56433 -0.92833 -0.45723
C2 -1.89180 -0.78084 0.30903
C3 1.68022 -1.97426 -0.68027
C4 0.26427 -2.17958 -0.19899
H1 -0.39540 3.05704 -0.61870
H2 -2.73000 -2.01373 -2.20964
H3 -1.97812 -4.11032 0.33084
H4 -0.21558 -3.02122 -0.71212
H5 2.53583 0.55520 -1.91355
H6 -1.14021 -0.42182 2.16943
H7 -3.94997 1.41351 2.80153
H8 0.21865 -2.39445 0.87258
H9 3.64948 1.53999 0.04573
H10 2.53161 -1.97313 0.01812
H11 1.00734 0.97355 -4.27855
H12 -2.51561 1.93942 2.75110
H13 0.72259 -0.36366 3.67245
H14 0.79188 -1.77807 3.00928
H15 3.21011 0.11091 1.75022
H16 -0.04595 1.06343 1.83840
H17 -2.68978 -0.29725 -0.26404
H18 -0.02975 0.00872 -0.29775
H19 -1.05077 -0.59708 -3.52481
H20 3.03644 1.04859 2.93554
H21 2.56063 3.19415 3.05113
H22 -2.89849 -3.15437 -1.20357
H23 -0.37591 2.45234 1.29745
H24 -0.81872 -0.95529 -1.51172
H25 4.70628 0.45720 0.31862
H26 1.79716 2.71745 1.73043
H27 -2.58713 1.32554 -1.37435
H28 2.86593 -3.09960 2.85709
H29 -0.13643 1.69503 -0.73311
H30 1.22623 1.91147 -3.12049
H31 2.07219 1.79955 -1.28864
H32 -0.71433 3.17958 -2.81581
H33 -3.19838 -3.96864 1.22403
H34 -0.49372 -1.79143 -2.93727
H35 -3.74997 0.45134 -1.21050
H36 -2.19599 3.60484 -2.80614
H37 -2.42310 -1.68569 0.67024
H38 1.84203 -3.98153 1.96269